# C17H30FN3O6S

An isolated molecule of C17H30FN3O6S (ωB97M-V with the def2-TZVPD basis set, OMol25).

Bonds (Å) are listed after each position.
Cartesian coordinates (Å):
1 C -1.23383 -5.33763 3.32876  C2 1.526, H29 1.094, H30 1.092, H31 1.090
2 C -0.91316 -5.03903 1.86659  C1 1.526, C3 1.534, C24 1.540, H32 1.093
3 C -2.06330 -4.23841 1.24256  C2 1.534, C4 1.512, H33 1.093, H34 1.093
4 C -1.88365 -4.12619 -0.25501  C3 1.512, O5 1.218, N6 1.361
5 O -1.76831 -5.10631 -0.96940  C4 1.218
6 N -1.86762 -2.87456 -0.79025  C4 1.361, C7 1.468, C23 1.463
7 C -1.51368 -1.57798 -0.20077  N6 1.468, C8 1.546, H35 1.090, H36 1.087
8 C -0.79230 -1.22446 -1.52125  C7 1.546, F9 1.385, C10 1.521, C23 1.541
9 F -1.33679 -0.13120 -2.17378  C8 1.385
10 C 0.71317 -1.15565 -1.31394  C8 1.521, O11 1.222, N12 1.361
11 O 1.24780 -2.20282 -0.97932  C10 1.222
12 N 1.43607 -0.00688 -1.41103  C10 1.361, C13 1.465, C19 1.446
13 C 2.78186 -0.08702 -0.83687  N12 1.465, C14 1.524, H37 1.088, H38 1.090
14 C 3.74471 -0.82867 -1.75643  C13 1.524, S15 1.770, H39 1.088, H40 1.091
15 S 5.34709 -0.98688 -1.02131  C14 1.770, O16 1.428, O17 1.426, O18 1.592
16 O 6.14695 -1.83482 -1.84681  S15 1.428
17 O 5.79131 0.30698 -0.61957  S15 1.426
18 O 5.02330 -1.75764 0.33328  S15 1.592, H41 0.970
19 C 0.87278 1.31469 -1.57752  N12 1.446, C20 1.529, H42 1.090, H43 1.086
20 C 0.15538 1.77808 -0.30874  C19 1.529, N21 1.353, O22 1.214
21 N -0.13766 3.09784 -0.26342  C20 1.353, H44 1.004, H45 1.006
22 O -0.13075 0.99807 0.57607  C20 1.214
23 C -1.28482 -2.56679 -2.09603  N6 1.463, C8 1.541, H46 1.088, H47 1.090
24 C 0.42499 -4.29321 1.70788  C2 1.540, C25 1.541, H48 1.094, H49 1.097
25 C 1.65636 -5.14461 1.34395  C24 1.541, C26 1.528, C27 1.532, C28 1.531
26 C 1.86401 -6.29414 2.32923  C25 1.528, H50 1.092, H51 1.093, H52 1.093
27 C 2.88090 -4.22436 1.37849  C25 1.532, H53 1.093, H54 1.093, H55 1.095
28 C 1.50673 -5.69913 -0.07477  C25 1.531, H56 1.092, H57 1.093, H58 1.091
29 H -1.36221 -4.40718 3.88898  C1 1.094
30 H -2.15588 -5.91509 3.42118  C1 1.092
31 H -0.43383 -5.90204 3.80678  C1 1.090
32 H -0.86582 -5.98223 1.31692  C2 1.093
33 H -3.00877 -4.75972 1.41170  C3 1.093
34 H -2.14202 -3.25536 1.71402  C3 1.093
35 H -2.36739 -0.92481 -0.01810  C7 1.090
36 H -0.87121 -1.61423 0.67588  C7 1.087
37 H 3.14235 0.92529 -0.66574  C13 1.088
38 H 2.72909 -0.59580 0.12595  C13 1.090
39 H 3.38869 -1.83368 -1.97272  C14 1.088
40 H 3.91351 -0.29508 -2.69297  C14 1.091
41 H 4.99142 -2.71407 0.17586  O18 0.970
42 H 1.68519 2.00095 -1.81816  C19 1.090
43 H 0.16949 1.34626 -2.40432  C19 1.086
44 H 0.07075 3.71577 -1.02644  N21 1.004
45 H -0.67619 3.44548 0.51150  N21 1.006
46 H -0.50845 -3.26847 -2.39405  C23 1.088
47 H -2.02010 -2.43322 -2.88987  C23 1.090
48 H 0.34253 -3.53643 0.92155  C24 1.094
49 H 0.63440 -3.74622 2.63571  C24 1.097
50 H 1.02988 -6.99806 2.30632  C26 1.092
51 H 2.76955 -6.85002 2.07482  C26 1.093
52 H 1.97329 -5.92500 3.35221  C26 1.093
53 H 2.73282 -3.38424 0.69547  C27 1.093
54 H 3.04931 -3.82485 2.38168  C27 1.093
55 H 3.77808 -4.77662 1.07964  C27 1.095
56 H 1.40771 -4.88318 -0.79382  C28 1.092
57 H 2.38476 -6.29200 -0.34413  C28 1.093
58 H 0.62671 -6.33529 -0.17695  C28 1.091

M, g/mol: 423.51
Strongest force on any atom, eV Å⁻¹: 0.1
SMILES: C[C@@H](CC(=O)N1CC(F)(C(=O)N(CCS(=O)(=O)O)CC(N)=O)C1)CC(C)(C)C
Total energy, eV: -48425.04410
Energy relative to the best compared isomer or geometry (same formula, charge and spin), kJ/mol: 7.71
LUMO level, eV: 0.251
Kohn-Sham gap, Ha: 0.356